# C4H6BrN

2 unconnected molecules or ions with the total composition C4H6BrN at a distorted geometry (ωB97M-V with the def2-TZVPD basis set, OMol25).

Geometry as XYZ:
```
12
Properties=species:S:1:pos:R:3:lowdin_charge:R:1
C 0.7661 0.7857 1.3798 0.00
C 1.3146 0.1739 0.4748 -0.69
Br 2.9419 0.0121 -0.4892 0.71
H 0.1028 1.1554 2.2365 0.08
C 0.1304 -1.8143 -0.4610 -0.16
N -0.9882 -1.2581 -0.5807 -0.09
C -1.9420 -1.2143 0.5155 -0.12
H 0.4952 -2.2512 0.4354 0.07
H 0.8806 -1.6533 -1.1393 -0.01
H -2.2047 -0.1860 0.6163 0.06
H -2.7552 -1.8030 0.0659 0.09
H -1.3582 -1.5036 1.3661 0.06
```

For the relative energy (zero: lowest compared OMol25 entry of this formula, charge and spin), the calculation gives 373.6 kJ/mol. For the HOMO-LUMO gap, the calculation gives 9.020 eV. The energy is -75773.0485 eV. The structure (SMILES) is C#CBr.C=NC.

=====

# C29H34As3Cl5N4O4SeTi

A molecular structure, C29H34As3Cl5N4O4SeTi at a distorted geometry (ωB97M-V with the def2-TZVPD basis set, OMol25).

Geometry as XYZ:
```
81
Properties=species:S:1:pos:R:3:lowdin_spin:R:1
Ti -0.0362 -0.2799 1.3974 0.01
O -0.0819 -2.0084 2.4383 0.00
C -0.1149 -3.1830 2.0653 0.00
C -0.1001 -3.5895 0.6876 0.00
C -0.0843 -4.9611 0.4055 0.00
C -0.0072 -5.3565 -0.9005 0.00
C 0.0632 -4.4396 -1.9442 0.00
C 0.0416 -3.0874 -1.6733 0.00
C -0.0490 -2.6483 -0.3530 0.00
O -0.0737 -1.3377 -0.0999 0.00
N 0.0133 -6.8064 -1.2100 0.00
O -0.1319 -7.5656 -0.2786 0.00
O 0.0514 -7.1132 -2.3797 0.00
H -0.1397 -3.9596 2.8372 0.00
H -0.1235 -5.7008 1.1946 0.00
H 0.1369 -4.8071 -2.9585 0.00
H 0.1054 -2.3572 -2.4679 0.00
Cl 0.7945 0.1994 4.6368 0.00
C 2.1445 -0.3105 3.6583 0.00
C 1.9622 -0.5518 2.3022 0.00
C 3.0552 -1.1109 1.6478 0.00
Cl 2.9369 -1.6371 -0.0248 0.00
C 4.2985 -1.3041 2.2595 0.00
Cl 5.6365 -1.9399 1.3888 0.00
C 4.4620 -0.9655 3.6012 0.00
Cl 5.9791 -1.1613 4.3710 0.00
C 3.3651 -0.4850 4.3151 0.00
Cl 3.5393 -0.1175 5.9810 0.00
C -3.4543 1.6243 0.3166 0.00
As -1.7677 1.0346 -0.4306 0.00
C -2.4087 -0.2736 -1.6972 0.00
C -1.4258 2.6181 -1.5171 0.00
C 0.0265 2.9751 -1.8342 0.00
C 0.0253 4.3188 -2.5737 0.00
C 0.7895 3.1974 -0.5131 0.00
As 1.5611 1.6785 0.4352 0.00
C 3.2694 1.4833 -0.4426 0.00
C 2.2074 2.6702 1.9789 0.00
C 0.7052 1.8840 -2.6819 0.00
As 0.4898 1.9254 -4.6483 0.00
C -1.3936 1.4316 -4.8507 0.00
C 1.2086 0.1215 -4.9008 0.00
H -4.0438 2.0384 -0.5018 0.00
H -3.2853 2.4003 1.0622 0.00
H -3.9921 0.7925 0.7649 0.00
H -3.1551 0.1869 -2.3441 0.00
H -2.8650 -1.0921 -1.1403 0.00
H -1.5945 -0.6705 -2.2985 0.00
H -1.8780 3.4399 -0.9551 0.00
H -2.0116 2.4944 -2.4301 0.00
H -0.3385 5.1157 -1.9213 0.00
H -0.6185 4.2958 -3.4554 0.00
H 1.0310 4.5840 -2.9058 0.00
H 0.1535 3.7144 0.2119 0.00
H 1.6559 3.8409 -0.6907 0.00
H 3.6024 2.4969 -0.6645 0.00
H 3.2080 0.8912 -1.3489 0.00
H 3.9663 1.0112 0.2464 0.00
H 2.6725 3.5881 1.6191 0.00
H 2.9429 2.0726 2.5129 0.00
H 1.4004 2.9185 2.6634 0.00
H 0.4443 0.8816 -2.3157 0.00
H 1.7897 1.9778 -2.5840 0.00
H -2.0388 2.2937 -4.6860 0.00
H -1.6834 0.6185 -4.1871 0.00
H -1.5298 1.1063 -5.8822 0.00
H 2.2719 0.1108 -4.6629 0.00
H 1.0883 -0.1691 -5.9432 0.00
H 0.6877 -0.5992 -4.2669 0.00
Se -1.1718 2.8838 3.4989 0.22
N -2.6491 2.2195 4.2885 0.29
C -2.8995 1.0236 3.7504 0.00
C -3.9359 0.1286 4.0449 0.16
C -4.0002 -1.0741 3.3299 0.01
C -3.0744 -1.3905 2.3600 0.16
N -2.0824 -0.5242 2.0230 0.03
C -1.9929 0.6106 2.7180 -0.01
N -0.9721 1.4108 2.4005 0.10
H -4.6623 0.3706 4.8079 0.01
H -4.7905 -1.7822 3.5356 0.00
H -3.1252 -2.3198 1.8083 0.01
```

For the relative energy (zero: lowest compared OMol25 entry of this formula, charge and spin), the calculation gives 82.2 kJ/mol. For the HOMO-LUMO gap (spin up / spin down), the calculation gives 5.509 / 7.071 eV. Its multiplicity is 2. Its expectation value of S² is 0.7873. As for the total charge: +1. The energy is -378356.9898 eV.

=====

# C30H29AsN3O9SW

A molecular structure, C30H29AsN3O9SW at a distorted geometry (ωB97M-V with the def2-TZVPD basis set, OMol25).

Geometry as XYZ:
```
74
Properties=species:S:1:pos:R:3:lowdin_charge:R:1
W -0.4497 -0.7777 0.0556 1.99
C -2.3492 -4.6412 0.3699 -0.04
O -2.3484 -4.3145 -1.0146 -0.06
C -2.9746 -3.1896 -1.4453 -0.20
C -3.7798 -3.2641 -2.5811 0.06
C -4.4287 -2.1438 -3.0832 -0.04
C -4.2765 -0.9145 -2.4811 0.00
C -3.4205 -0.7768 -1.3740 -0.13
C -3.0606 0.5345 -0.9151 0.02
N -1.9888 0.6713 -0.1947 -0.13
N -1.4632 1.9267 -0.0268 0.12
C -0.1869 1.9374 0.1617 -0.39
O 0.5495 0.8146 0.2084 -0.21
C 0.4640 3.2326 0.3101 -0.16
C 1.6744 3.3369 0.9926 -0.02
C 2.2694 4.5752 1.1448 -0.06
C 1.6662 5.7048 0.6072 -0.06
C 0.4607 5.6020 -0.0733 -0.05
C -0.1476 4.3706 -0.2205 -0.01
C -2.7607 -1.9275 -0.8507 -0.22
O -1.9875 -1.8123 0.2519 -0.22
H -3.1882 -5.3118 0.5796 0.10
H -2.4241 -3.7625 1.0145 0.08
H -1.4209 -5.1755 0.5710 0.09
H -3.9128 -4.2277 -3.0477 0.14
H -5.0606 -2.2469 -3.9503 0.12
H -4.7815 -0.0413 -2.8691 0.13
H -3.5830 1.4142 -1.2922 0.17
H 2.1149 2.4455 1.4163 0.12
H 3.1973 4.6643 1.6876 0.11
H 2.1308 6.6722 0.7244 0.11
H -0.0053 6.4839 -0.4882 0.11
H -1.0767 4.2525 -0.7543 0.12
C 1.5289 -3.4436 1.0009 -0.06
N 1.1484 -2.0697 1.4235 -0.30
C 2.3629 -1.2329 1.5661 -0.05
C 0.5529 -2.2262 2.7689 -0.16
C -0.1089 -0.9491 3.2038 -0.25
C -0.0083 -0.5464 4.5276 -0.03
C -0.6645 0.5942 4.9515 -0.06
C -1.4363 1.2860 4.0386 -0.06
C -1.5281 0.8608 2.7197 -0.09
C -0.8430 -0.2654 2.2049 -0.14
H 1.9920 -3.9831 1.8336 0.11
H 2.2366 -3.4341 0.1664 0.07
H 0.6295 -3.9684 0.6703 0.08
H 3.0805 -1.7110 2.2483 0.12
H 2.0868 -0.2542 1.9821 0.09
H 2.8565 -1.1025 0.5934 0.07
H 1.3233 -2.5312 3.4907 0.14
H -0.1997 -3.0218 2.7151 0.14
H 0.5755 -1.1303 5.2250 0.12
H -0.5865 0.9277 5.9738 0.11
H -1.9811 2.1661 4.3444 0.11
H -2.1912 1.4409 2.0879 0.09
O 1.1267 -1.9554 -3.5887 -0.18
As 1.5325 -1.6752 -1.9319 0.95
O 2.8122 -2.6312 -1.6735 -0.40
O 0.2176 -2.2249 -0.9460 -0.48
C 2.2173 0.1997 -1.8654 -0.23
C 3.5699 0.3654 -1.5807 -0.06
C 4.1275 1.6331 -1.6562 -0.03
C 3.3574 2.7164 -2.0506 -0.03
C 2.0231 2.5370 -2.3907 -0.03
C 1.4647 1.2771 -2.2915 -0.28
S -0.1964 0.9233 -2.8442 0.57
O -0.0632 0.3810 -4.1666 -0.24
O -1.0333 2.0636 -2.6598 -0.23
O -0.5956 -0.1985 -1.9029 -0.48
H 0.6142 -1.2465 -4.0320 0.02
H 4.1728 -0.5086 -1.3469 0.11
H 5.1691 1.7769 -1.4081 0.12
H 3.8005 3.6974 -2.1049 0.12
H 1.4035 3.3513 -2.7307 0.13
```

For the HOMO-LUMO gap, the calculation gives 6.219 eV. As for the total charge: +1. The energy is -127969.9911 eV.

=====

# C6H12O3

2 unconnected molecules or ions with the total composition C6H12O3 at a distorted geometry (ωB97M-V with the def2-TZVPD basis set, OMol25).

Geometry as XYZ:
```
21
Properties=species:S:1:pos:R:3:lowdin_charge:R:1
O -1.1656 3.2680 -1.2868 0.02
C -1.2399 1.8638 -1.2162 -0.49
C -0.0352 1.3874 -2.0061 -0.27
C 1.2920 1.2250 -1.4044 -0.04
O 0.4220 0.0629 -1.7943 -0.07
C -1.4367 1.2160 0.1750 -0.09
C -2.4695 0.2538 -0.4512 -0.15
C -2.5533 1.1864 -1.6801 -0.09
H -1.9735 3.6478 -0.9299 0.10
H -0.0723 1.6721 -3.0632 0.16
H 2.1583 1.4150 -2.0428 0.11
H 1.3924 1.4325 -0.3353 0.12
H -0.5602 0.7811 0.6719 0.11
H -1.9086 1.9366 0.8570 0.12
H -2.0316 -0.7211 -0.6986 0.11
H -3.3981 0.0934 0.1102 0.10
H -3.3966 1.8877 -1.6080 0.12
H -2.5496 0.7301 -2.6795 0.12
O 2.6824 -1.2536 -0.7999 -0.09
H 1.8786 -1.5308 -1.3737 0.08
H 3.4267 -1.1563 -1.3991 0.03
```

For the relative energy (zero: lowest compared OMol25 entry of this formula, charge and spin), the calculation gives 280.4 kJ/mol. For the HOMO-LUMO gap, the calculation gives 10.965 eV. The energy is -12556.9428 eV. The structure (SMILES) is OC1([C@H]2CO2)CCC1.O.

=====

> Look up the energy of the first one.

-75773.0485 eV

=====

> The lowest energy belongs to which entry?

C29H34As3Cl5N4O4SeTi

=====

> Look up the energy of the second one.

-378356.9898 eV

=====

> Which formula does entry 3 have?

C30H29AsN3O9SW